{"formula": "C17H39N5O7Tl", "method": "ωB97M-V/def2-TZVPD", "total_energy_ev": -44727.6583, "fmax_ev_per_a": 7.56, "e_homo_ev": -11.4, "total_charge": 1, "homo_lumo_gap_ev": 4.3, "relative_energy_kcal_mol": 49.4, "symbols": ["Tl", "O", "C", "C", "O", "H", "H", "H", "H", "C", "C", "O", "N", "C", "H", "H", "H", "H", "H", "H", "H", "C", "C", "O", "N", "C", "H", "H", "H", "H", "H", "H", "H", "C", "C", "O", "N", "C", "H", "H", "H", "H", "H", "H", "H", "C", "C", "O", "N", "C", "H", "H", "H", "H", "H", "H", "H", "C", "C", "O", "N", "C", "H", "H", "H", "H", "H", "H", "H"], "positions_angstrom": [[3.21, 2.10, -2.65], [1.40, 2.17, -0.34], [0.68, 1.31, 0.34], [-0.36, 1.82, 1.47], [-0.09, 2.76, 2.34], [1.40, 0.54, 0.70], [0.09, 0.80, -0.43], [-0.79, 0.91, 1.92], [-1.19, 2.18, 0.83], [-2.72, 3.99, 4.80], [-3.80, 3.94, 3.75], [-4.91, 4.38, 3.99], [-3.42, 3.45, 2.54], [-4.22, 3.57, 1.38], [-1.87, 3.33, 4.59], [-3.17, 3.66, 5.73], [-2.37, 4.99, 5.08], [-2.50, 3.05, 2.53], [-3.56, 3.78, 0.52], [-4.89, 4.42, 1.31], [-4.82, 2.71, 1.09], [-4.17, -3.71, 2.81], [-2.74, -3.38, 3.23], [-2.10, -4.24, 3.82], [-2.27, -2.16, 2.94], [-0.98, -1.80, 3.54], [-4.73, -4.12, 3.65], [-4.10, -4.43, 1.99], [-4.70, -2.87, 2.37], [-2.71, -1.58, 2.26], [-0.94, -0.74, 3.80], [-0.13, -2.03, 2.89], [-0.74, -2.32, 4.46], [-1.74, 1.77, -3.26], [-0.62, 0.96, -3.91], [0.51, 0.85, -3.47], [-0.92, 0.44, -5.16], [0.10, 0.26, -6.19], [-2.41, 1.06, -2.76], [-2.24, 2.37, -4.01], [-1.23, 2.36, -2.50], [-1.67, -0.23, -5.15], [0.94, -0.33, -5.81], [0.42, 1.21, -6.62], [-0.29, -0.48, -6.88], [3.20, -2.44, -4.62], [2.60, -1.83, -3.37], [3.01, -0.77, -2.89], [1.61, -2.52, -2.80], [0.86, -2.05, -1.63], [2.36, -2.75, -5.25], [3.70, -3.40, -4.45], [3.81, -1.80, -5.24], [1.34, -3.41, -3.19], [1.51, -1.34, -1.13], [0.73, -2.93, -1.00], [-0.06, -1.55, -1.92], [5.07, -1.96, 0.26], [4.73, -0.47, 0.20], [4.64, 0.15, -0.85], [4.34, 0.18, 1.33], [3.78, -0.39, 2.53], [4.24, -2.56, 0.65], [5.95, -2.19, 0.85], [4.98, -2.23, -0.79], [4.06, 1.14, 1.18], [4.34, -1.29, 2.80], [2.71, -0.56, 2.43], [3.88, 0.30, 3.37]]}

{"formula": "C3H8N3S", "method": "ωB97M-V/def2-TZVPD", "total_energy_ev": -18534.7956, "fmax_ev_per_a": 8.79, "e_homo_ev": -13.2, "total_charge": 1, "homo_lumo_gap_ev": 7.7, "relative_energy_kcal_mol": 108.6, "symbols": ["C", "C", "C", "N", "N", "N", "S", "H", "H", "H", "H", "H", "H", "H", "H"], "positions_angstrom": [[-0.25, 0.77, -0.05], [0.98, -0.71, -1.60], [-0.81, 0.74, -2.34], [1.08, -1.27, -0.31], [-0.09, 0.36, -1.40], [0.02, 0.55, 3.11], [0.40, -0.37, 0.91], [1.84, -0.08, -1.93], [0.49, -1.30, -2.37], [0.52, 1.52, 3.01], [-0.49, 0.47, -3.28], [-1.39, 1.61, -2.10], [1.20, -2.23, -0.29], [-0.96, 0.84, 3.01], [0.09, -0.03, 3.82]]}

{"formula": "C17H35AuN4O2PSeSi", "method": "ωB97M-V/def2-TZVPD", "total_energy_ev": -114455.1221, "fmax_ev_per_a": 0.24, "e_homo_ev": -11.4, "total_charge": 1, "homo_lumo_gap_ev": 7.4, "relative_energy_kcal_mol": 0.0, "symbols": ["Au", "C", "C", "C", "C", "C", "C", "C", "C", "N", "H", "H", "H", "H", "H", "H", "C", "Si", "C", "C", "Se", "H", "H", "H", "H", "H", "H", "H", "H", "H", "C", "N", "C", "P", "O", "N", "C", "C", "N", "C", "C", "H", "H", "H", "H", "H", "H", "H", "H", "H", "H", "H", "H", "H", "H", "H", "H", "H", "H", "O", "H", "H"], "positions_angstrom": [[-0.01, 1.08, 0.27], [-0.30, 3.08, -0.14], [-0.03, 3.22, -1.60], [1.25, 3.53, -2.06], [1.52, 3.60, -3.42], [0.50, 3.36, -4.34], [-0.79, 3.06, -3.89], [-1.05, 3.00, -2.53], [0.77, 3.40, -5.75], [0.99, 3.44, -6.87], [-1.32, 3.32, 0.12], [0.38, 3.66, 0.47], [2.05, 3.72, -1.35], [2.51, 3.85, -3.78], [-1.58, 2.89, -4.61], [-2.05, 2.78, -2.18], [2.35, 3.15, 2.44], [1.41, 1.83, 3.37], [1.07, 2.32, 5.13], [2.33, 0.21, 3.26], [-0.73, 1.62, 2.48], [3.30, 3.33, 2.94], [1.80, 4.09, 2.42], [2.56, 2.85, 1.41], [2.01, 2.43, 5.67], [0.47, 1.57, 5.65], [0.54, 3.28, 5.18], [3.34, 0.34, 3.63], [2.39, -0.16, 2.23], [1.84, -0.56, 3.86], [-3.05, -1.76, 1.08], [-2.17, -1.73, -0.10], [-2.62, -0.78, -1.10], [-0.58, -2.11, 0.11], [0.33, -1.02, 0.65], [-0.05, -2.48, -1.42], [1.38, -2.82, -1.50], [-0.84, -3.28, -2.36], [-0.49, -3.38, 1.13], [-0.03, -3.25, 2.51], [-1.13, -4.65, 0.81], [-4.06, -2.01, 0.75], [-3.07, -0.79, 1.58], [-2.72, -2.51, 1.78], [-3.64, -1.02, -1.39], [-2.00, -0.83, -2.00], [-2.61, 0.25, -0.72], [1.95, -2.21, -0.81], [1.74, -2.65, -2.51], [1.55, -3.88, -1.25], [-1.91, -3.15, -2.18], [-0.60, -4.34, -2.28], [-0.62, -2.96, -3.38], [0.42, -2.28, 2.67], [0.71, -4.02, 2.73], [-0.87, -3.38, 3.21], [-1.52, -4.64, -0.20], [-1.96, -4.84, 1.49], [-0.41, -5.47, 0.90], [0.65, 0.37, -1.78], [0.34, 0.88, -2.55], [0.37, -0.56, -1.90]]}

{"formula": "C2H7O2", "method": "ωB97M-V/def2-TZVPD", "total_energy_ev": -6282.5533, "fmax_ev_per_a": 1.76, "e_homo_ev": -3.1, "total_charge": -1, "homo_lumo_gap_ev": 7.8, "relative_energy_kcal_mol": 3.2, "symbols": ["O", "H", "C", "O", "C", "H", "H", "H", "H", "H", "H"], "positions_angstrom": [[2.32, -0.03, 1.38], [2.73, -0.86, 1.16], [-0.26, -0.37, -0.51], [0.02, -0.80, 0.76], [-1.32, 0.76, -0.47], [0.63, -0.17, -1.12], [-0.76, -1.20, -1.10], [1.31, -0.22, 1.16], [-1.60, 1.06, -1.48], [-2.16, 0.29, 0.04], [-0.90, 1.54, 0.17]]}

{"formula": "C4H7NO2", "method": "ωB97M-V/def2-TZVPD", "total_energy_ev": -9845.3226, "fmax_ev_per_a": 1.58, "smiles": "C/C(=C\\O)C(N)=O", "e_homo_ev": -8.6, "total_charge": 0, "homo_lumo_gap_ev": 8.9, "relative_energy_kcal_mol": 45.1, "symbols": ["C", "C", "C", "O", "C", "N", "O", "H", "H", "H", "H", "H", "H", "H"], "positions_angstrom": [[-0.79, -1.14, 0.34], [-0.22, 0.23, 0.00], [-1.01, 1.34, 0.11], [-2.16, 1.29, -0.57], [1.20, 0.50, -0.09], [2.03, -0.59, -0.20], [1.63, 1.65, -0.12], [-0.39, -1.39, 1.33], [-1.88, -1.12, 0.46], [-0.55, -1.96, -0.33], [-0.82, 2.24, 0.69], [-1.85, 0.57, -1.16], [1.67, -1.48, -0.50], [2.98, -0.37, -0.45]]}

{"formula": "C7H12FIO3S", "method": "ωB97M-V/def2-TZVPD", "total_energy_ev": -35248.9320, "fmax_ev_per_a": 0.22, "e_homo_ev": -9.4, "total_charge": 0, "homo_lumo_gap_ev": 10.0, "symbols": ["O", "S", "O", "C", "C", "F", "C", "C", "C", "C", "C", "I", "O", "H", "H", "H", "H", "H", "H", "H", "H", "H", "H", "H", "H"], "positions_angstrom": [[0.65, 2.32, 2.54], [0.47, 0.90, 2.53], [-1.12, 0.68, 2.25], [-1.64, -0.63, 2.49], [-1.65, -1.49, 1.24], [-2.61, -0.98, 0.37], [-0.32, -1.56, 0.51], [0.21, -0.20, 0.06], [1.13, -0.29, -1.15], [1.56, 1.08, -1.69], [0.89, 1.52, -2.98], [-1.25, 1.58, -2.92], [1.04, 0.39, 1.10], [-1.06, -1.13, 3.27], [-2.66, -0.49, 2.84], [-1.98, -2.49, 1.52], [0.42, -2.03, 1.16], [-0.45, -2.21, -0.36], [-0.62, 0.48, -0.14], [0.61, -0.86, -1.93], [2.00, -0.88, -0.85], [1.43, 1.84, -0.91], [2.64, 1.06, -1.91], [1.19, 2.53, -3.25], [1.13, 0.85, -3.80]]}